6
Properties=species:S:1:pos:R:3:forces:R:3 method="wB97M-V/def2-TZVPD" orbital_gap_ev=8.47 energy_ev=-18776.0127 smiles="[SiH2]=S.[H][H]" total_charge=0 e_above_lowest_kj_mol=169.87
Si -1.14001 1.03355 0.07383 0.33 0.26 0.47
S -1.50942 -0.90568 0.03729 0.50 1.05 0.49
H -1.73239 1.76063 -1.07026 0.19 0.32 0.20
H 2.67919 -1.79425 -0.05500 -0.13 -0.10 0.00
H -0.33945 2.08837 1.05845 -1.01 -1.64 -1.16
H 2.04207 -2.18263 -0.04432 0.13 0.10 0.00

***

43
Properties=species:S:1:pos:R:3:forces:R:3 method="wB97M-V/def2-TZVPD" orbital_gap_ev=8.54 energy_ev=-50538.0634 smiles="O=C(NCc1ccccc1)N1CCN(c2ccc(Cl)c(Cl)c2)CC1" total_charge=0 e_above_lowest_kj_mol=0.00
O -2.02569 -1.69661 -1.63096 0.10 0.08 -0.54
C -2.11236 -1.66469 -0.41675 -0.27 -0.15 0.36
N -1.23007 -2.31531 0.38844 0.22 -0.15 0.25
H -1.40742 -2.43909 1.36928 -0.12 0.08 -0.08
C -0.01636 -2.87530 -0.15020 0.01 -0.08 -0.22
C 1.24366 -2.23196 0.37800 0.03 0.00 0.04
C 2.47077 -2.69247 -0.08749 -0.07 0.02 0.04
C 3.65181 -2.14026 0.36978 0.06 -0.07 -0.03
C 3.62532 -1.12475 1.31168 0.04 0.03 0.09
C 2.41044 -0.65934 1.77829 0.10 -0.06 0.09
C 1.22710 -1.20402 1.30825 -0.07 -0.08 0.01
H 0.28770 -0.80562 1.66394 -0.10 0.04 0.00
H 2.37780 0.13737 2.50694 0.01 0.09 0.05
H 4.54684 -0.69285 1.67206 0.08 0.05 0.02
H 4.59642 -2.50181 -0.00916 0.08 -0.03 -0.03
H 2.49281 -3.48639 -0.82035 0.02 -0.10 -0.10
H -0.07336 -2.73244 -1.23442 0.02 -0.13 0.17
H 0.01950 -3.95472 0.04763 -0.01 0.13 -0.08
N -3.14729 -1.00689 0.21151 -0.06 0.08 -0.11
C -3.10183 -0.48972 1.56369 -0.07 -0.03 0.25
H -2.12908 -0.70326 2.00891 -0.05 0.00 -0.02
H -3.87988 -0.96530 2.17559 0.12 0.06 0.06
C -3.30176 1.04716 1.53984 0.08 -0.16 0.06
N -2.75722 1.58513 0.31192 -0.32 0.17 0.01
C -1.36890 1.63911 0.19988 0.53 0.13 -0.07
C -0.65550 1.09006 -0.86836 -0.17 0.01 0.08
C 0.72173 1.20604 -0.93281 0.16 0.23 0.20
C 1.42392 1.89535 0.04753 -0.07 -0.03 -0.16
C 0.72513 2.44942 1.10919 0.05 -0.13 -0.10
C -0.64449 2.31993 1.18733 -0.03 -0.11 0.01
H -1.16452 2.77748 2.01419 -0.07 0.08 0.05
H 1.26450 2.99005 1.87082 0.07 0.06 0.06
Cl 3.13678 2.05743 -0.04335 0.14 0.18 0.06
Cl 1.56554 0.45213 -2.23110 -0.04 -0.09 -0.14
H -1.14504 0.52471 -1.64418 -0.07 -0.08 -0.05
C -3.58597 1.18180 -0.80969 -0.14 -0.01 -0.06
H -4.45568 1.84998 -0.83198 0.04 -0.07 -0.11
H -3.03628 1.31751 -1.73763 -0.04 0.00 0.01
C -4.06107 -0.28055 -0.64769 0.00 -0.07 -0.21
H -4.08752 -0.78782 -1.61133 -0.12 0.09 0.11
H -5.05461 -0.32173 -0.19238 0.02 0.03 -0.04
H -4.36439 1.29991 1.57115 0.04 0.01 0.07
H -2.82007 1.49186 2.40899 -0.12 -0.01 0.00

***

10
Properties=species:S:1:pos:R:3:forces:R:3 method="wB97M-V/def2-TZVPD" orbital_gap_ev=10.79 energy_ev=-8304.2202 smiles="C#C[C@@H](O)C=O" total_charge=0 e_above_lowest_kj_mol=275.66
C 0.23106 -0.51197 -0.31763 -2.95 -1.26 0.92
C 0.60144 -0.32502 1.15962 -3.97 0.30 -1.39
C -1.01184 0.22157 -0.56208 -0.38 0.78 -0.17
C -1.92639 0.99344 -0.68809 2.42 -2.14 0.41
H 1.83690 0.05366 -0.25983 2.29 0.51 -0.30
H 0.12182 -1.56093 -0.55985 -0.76 -0.74 0.44
H -0.18658 0.08172 1.78311 -0.45 -0.20 0.81
H -2.66595 1.60158 -0.99537 -2.15 1.67 -0.55
O 1.28662 -0.10969 -1.01621 1.89 1.36 -1.95
O 1.71293 -0.44436 1.45633 4.08 -0.28 1.77

***

9
Properties=species:S:1:pos:R:3:forces:R:3 method="wB97M-V/def2-TZVPD" orbital_gap_ev=8.65 energy_ev=-11582.9811 smiles="O=c1nncnnn1" total_charge=0 e_above_lowest_kj_mol=292.09
C -1.27835 -0.22180 -0.10152 1.12 1.89 -0.49
C 1.06420 0.49757 0.43078 1.29 2.16 -0.12
H 1.51660 1.21081 1.14524 0.29 -1.01 -0.11
N -0.70262 0.92892 -0.81156 -1.91 0.41 -1.46
N 0.45154 1.29205 -0.61492 0.20 -1.50 1.56
N 1.21451 -0.76354 0.47847 -1.45 -0.10 0.23
N 0.52680 -1.52544 -0.46784 2.60 -0.66 -0.29
N -0.64180 -1.33871 -0.73780 -1.94 -0.32 0.57
O -2.15088 -0.07987 0.67914 -0.20 -0.87 0.12

***

14
Properties=species:S:1:pos:R:3:forces:R:3 method="wB97M-V/def2-TZVPD" orbital_gap_ev=10.57 energy_ev=-7133.8415 smiles=NN(N)C[NH3+] total_charge=+1 e_above_lowest_kj_mol=473.81
C 0.01341 0.80300 -0.74681 -1.06 -0.65 1.11
N 1.46048 0.68729 -0.30696 -3.64 1.64 2.64
N -1.55271 -0.23650 0.87568 -4.16 1.35 1.27
N -0.70678 -0.37013 -0.15996 1.63 -1.00 0.23
N 0.33467 -1.44194 0.22559 -0.70 1.99 -4.81
H -0.51234 1.67152 -0.33604 0.59 0.11 -0.21
H -0.10496 0.76125 -1.81966 0.42 0.08 -0.23
H 2.02483 0.48402 -1.05249 2.23 -0.66 -2.01
H 1.72561 1.48604 0.25287 0.54 0.35 -0.29
H -2.57770 -0.10913 0.57705 2.28 -0.51 0.40
H -1.41876 0.36880 1.71534 0.76 -0.35 -1.13
H 0.00770 -1.89961 0.98949 -1.55 -1.26 3.19
H 0.06001 -2.06402 -0.54927 1.18 -0.21 0.41
H 1.24654 -0.14060 0.33516 1.48 -0.87 -0.57

***

100
Properties=species:S:1:pos:R:3:forces:R:3 method="wB97M-V/def2-TZVPD" orbital_gap_ev=5.62 energy_ev=-181429.1039 total_charge=0 e_above_lowest_kj_mol=120.45
Lu 0.40064 0.58953 0.66452 -2.54 1.13 1.17
Cl 4.66376 0.85169 -0.12343 -0.39 0.40 -0.50
C 3.82656 -0.10913 1.05810 0.65 -0.90 0.14
C 2.51869 0.15119 1.40828 -0.12 -0.79 1.82
C 2.08029 -0.59147 2.52598 1.18 -0.91 0.39
Cl 0.45372 -0.25636 3.18938 1.01 -0.14 0.16
C 2.82235 -1.65188 3.17149 -0.39 1.67 -1.44
Cl 2.24220 -2.52438 4.48989 -0.59 -0.30 0.63
C 4.06425 -1.96634 2.63924 -0.28 1.00 -1.37
Cl 4.85934 -3.38739 3.09248 0.55 -0.52 0.39
C 4.58383 -1.16593 1.58403 -0.99 0.13 0.80
Cl 6.13179 -1.48176 0.96469 0.70 -0.44 -0.06
O 0.42375 -1.29364 -0.37450 0.50 -1.97 -1.17
S 0.18412 -2.74423 -0.85740 0.23 1.80 -0.54
C -0.51367 -2.58126 -2.58731 -0.05 -0.72 0.33
C 0.26424 -1.96969 -3.76570 0.37 0.79 1.39
C 0.80696 -0.53297 -3.56569 0.58 -0.20 1.10
C -0.20837 0.56433 -3.32847 0.18 0.38 0.49
S 0.51500 2.04744 -2.39896 -0.90 -0.32 -0.46
O 1.14299 1.35137 -1.20613 0.79 0.74 -1.05
C 1.74721 2.50486 -3.64806 0.89 -1.25 -0.29
C 3.05601 2.01190 -3.62418 0.19 -0.12 -0.38
C 3.74541 1.76679 -4.84023 -0.92 0.56 0.48
C 3.11838 2.01416 -6.07000 -0.48 0.05 0.88
C 1.85668 2.61471 -6.04666 -0.13 0.41 0.18
C 1.20301 2.94400 -4.85983 -0.10 0.09 0.80
C 1.79358 -3.51494 -1.15605 0.28 -0.90 0.64
C 1.75821 -4.91254 -0.89743 -0.12 -0.04 -0.80
C 2.93348 -5.66216 -1.02920 0.69 0.62 0.17
C 4.15330 -5.00610 -1.37309 -1.38 -0.01 0.52
C 4.19510 -3.63902 -1.55671 -1.40 0.93 0.41
C 3.00780 -2.87101 -1.40073 -0.21 -0.56 -0.44
H -1.41726 -1.98947 -2.40947 -0.07 -0.33 0.21
H -0.81778 -3.65300 -2.76749 0.21 1.09 -0.08
H -0.39819 -1.95381 -4.61094 -0.32 -0.35 -0.54
H 1.15416 -2.53943 -3.97115 0.15 -0.59 -0.33
H 1.38547 -0.28374 -4.43971 0.34 0.08 -0.37
H 1.51745 -0.55298 -2.70137 -0.51 0.07 -0.59
H -1.02561 0.20010 -2.68979 0.10 0.47 0.03
H -0.60295 0.98463 -4.24751 -0.20 0.01 -0.10
H 3.54886 1.85528 -2.65942 -0.27 -0.43 -0.34
H 4.72530 1.34165 -4.76216 0.42 -0.04 -0.17
H 3.53475 1.79869 -7.05256 0.23 -0.14 0.45
H 1.37109 2.80288 -6.98628 -0.11 0.37 -0.23
H 0.31482 3.57970 -4.72457 -0.03 -0.68 -0.88
H 0.76969 -5.39480 -0.71195 1.01 0.34 0.14
H 2.98429 -6.72740 -0.76466 -0.30 0.52 -0.33
H 5.07508 -5.53987 -1.41662 0.37 -0.53 -0.08
H 5.11552 -3.10437 -1.74465 0.08 -0.14 -0.06
H 2.99498 -1.79446 -1.52045 0.25 0.05 0.09
C 1.08739 5.57337 1.94582 0.22 0.23 -0.42
Si 1.27101 3.76206 2.46928 -0.96 -0.45 -1.91
C 1.10698 3.65191 4.27552 -0.15 0.13 1.46
C 2.99651 3.23337 1.92885 -1.19 0.77 -0.79
N -0.00731 2.74942 1.67414 1.78 0.20 -0.15
C -1.28669 3.21285 1.57485 -0.77 -1.40 0.08
C -1.98522 4.04755 2.47763 0.70 0.81 0.11
C -3.32555 4.38753 2.27956 0.61 -0.10 0.23
C -4.05305 3.83005 1.24872 0.73 -0.23 0.00
C -3.45483 2.93102 0.37054 -0.18 0.14 -0.53
C -2.14028 2.63863 0.59573 0.19 -0.21 -0.03
F -1.58964 1.57865 -0.17741 0.20 1.14 -0.24
H 1.58830 6.26234 2.64651 0.09 -0.29 -0.27
H 0.04269 5.86204 1.97542 -0.32 0.05 -0.08
H 1.44604 5.78554 0.90745 -0.15 -0.24 0.80
H 1.66317 2.75391 4.63377 -0.44 0.68 0.03
H 0.02122 3.52959 4.50980 0.93 0.08 0.16
H 1.50399 4.59332 4.74924 -0.35 -1.03 -0.16
H 3.65108 4.08693 2.06295 0.29 0.11 0.10
H 2.94800 2.99820 0.85853 0.19 0.02 0.14
H 3.34512 2.38384 2.45317 0.54 -0.82 0.54
H -1.37848 4.45460 3.31626 -0.83 -0.16 -0.66
H -3.81888 5.10819 2.92095 0.11 -0.16 0.21
H -5.08066 4.02533 1.18787 -1.25 0.42 -0.36
H -3.99100 2.57111 -0.52611 0.36 -0.19 0.82
C -6.16350 -3.16760 -1.17453 -0.32 0.41 0.13
C -5.62054 -3.43798 0.09969 1.03 0.71 -0.86
C -4.42680 -2.78766 0.50558 -1.15 -0.15 -0.33
C -3.88744 -1.77941 -0.29425 0.73 -0.21 -0.30
C -4.46918 -1.47987 -1.53396 -0.31 -0.49 0.27
C -5.60765 -2.12616 -1.97340 -0.66 -1.06 0.27
C -2.62505 -1.06552 0.04391 -0.99 -0.55 -0.01
C -2.10541 -0.83942 1.23642 1.88 0.79 0.24
C -2.50552 -1.19273 2.58457 0.38 -0.71 -0.12
C -1.79889 -2.17457 3.31804 -0.17 0.24 0.79
C -1.97265 -2.33720 4.71287 0.33 -0.52 -1.24
C -2.96728 -1.59807 5.32494 -0.16 0.08 0.93
C -3.70213 -0.67068 4.61909 -0.18 0.39 -0.27
C -3.45345 -0.45245 3.27894 -0.74 0.40 -0.10
H -7.04277 -3.74673 -1.54087 0.73 0.66 0.39
H -6.05747 -4.15842 0.77485 -0.11 -0.23 -0.18
H -3.93439 -3.07938 1.43328 -0.20 0.23 -0.17
H -3.97108 -0.77918 -2.18226 0.02 0.45 -0.07
H -6.07661 -1.84406 -2.93188 0.34 -0.34 0.53
H -2.15779 -0.63353 -0.85251 -0.06 0.05 0.11
H -1.04196 -2.73177 2.78457 0.15 -0.16 0.09
H -1.31300 -3.04362 5.25696 -0.67 0.49 -0.33
H -3.24083 -1.65677 6.36906 0.47 -0.41 0.22
H -4.45114 -0.08849 5.15939 0.12 -0.13 -0.31
H -4.02765 0.28051 2.72487 0.03 0.16 0.06